Computed, not measured: an isolated ion of composition C4H13N2 and charge +1 in a non-equilibrium geometry, with ωB97M-V with the def2-TZVPD basis set.

ΔE to the lowest compared entry with this formula, charge and spin (kJ/mol): 111.67
SMILES string: CNCC[NH2+]C
Calculated total energy (Ha): -269.45816

Structure (ORCA input):
```
! RIJCOSX wB97M-V def2-TZVPD def2/J DEFGRID3
* xyz 1 1
N -1.131 0.530 0.052
N 0.760 -1.073 -0.291
C 0.126 1.144 0.538
C -1.705 1.086 -1.203
C 0.895 -1.904 0.933
C 1.282 0.285 -0.087
H 0.243 1.074 1.603
H 1.331 -1.479 -1.026
H 0.214 2.138 0.096
H 1.541 0.655 -1.066
H 0.422 -1.360 1.762
H -1.057 0.865 -2.033
H -1.852 0.480 0.773
H -0.868 -0.454 -0.158
H -1.881 2.143 -1.095
H 1.927 -2.202 1.183
H -2.669 0.611 -1.360
H 0.286 -2.797 0.807
H 2.137 0.258 0.572
*
```

Atomic partial charges in e from the natural (NBO) method, atoms 1 to 8:
1. N -0.5286
2. N -0.6573
3. C -0.2509
4. C -0.4179
5. C -0.4348
6. C -0.2392
7. H 0.2386
8. H 0.3962

Computed, not measured: a 2-piece molecular cluster, C4H13N2 overall in a non-equilibrium geometry, with ωB97M-V with the def2-TZVPD basis set.

ΔE to the lowest compared entry with this formula, charge and spin (kJ/mol): 643.14
Calculated total energy (Ha): -269.25573

Structure (ORCA input):
```
! RIJCOSX wB97M-V def2-TZVPD def2/J DEFGRID3
* xyz 1 1
N 0.264 0.341 -0.510
N 2.260 -1.087 0.804
C 1.442 0.979 -0.158
C -2.707 0.609 0.035
C -2.463 -0.890 0.108
C 2.680 0.038 -0.013
H 3.467 0.577 0.515
H 1.370 -1.432 0.441
H -1.394 -1.045 0.253
H 0.111 0.434 -1.527
H -3.689 0.857 -0.369
H 2.937 -1.851 0.833
H -2.713 0.977 1.063
H 2.997 -0.168 -1.037
H 1.733 1.623 -1.005
H -2.815 -1.546 -0.685
H 1.353 1.663 0.694
H -2.926 -1.253 1.030
H -1.906 1.173 -0.473
*
```

Atomic partial charges in e from the natural (NBO) method, atoms 1 to 8:
1. N -0.0637
2. N -0.6982
3. C -0.3698
4. C -0.5875
5. C -0.6187
6. C -0.1473
7. H 0.2475
8. H 0.3720

Computed, not measured: a 2-piece molecular cluster, C4H13N2O overall in a non-equilibrium geometry, with ωB97M-V with the def2-TZVPD basis set.

ΔE to the lowest compared entry with this formula, charge and spin (kJ/mol): 109.66
Calculated total energy (Ha): -344.83923

Structure (ORCA input):
```
! RIJCOSX wB97M-V def2-TZVPD def2/J DEFGRID3
* xyz 0 2
O 1.095 0.556 0.368
N -0.464 3.766 -0.343
N 0.351 -2.909 -1.259
C 0.338 1.651 0.692
C 0.601 2.762 -0.345
C -0.025 -3.115 0.155
C -0.451 -1.819 0.810
H -0.744 1.441 0.704
H 0.818 -3.583 0.666
H 0.136 -1.989 -1.614
H -0.445 4.263 -1.216
H 0.532 2.047 1.698
H -0.017 -3.621 -1.864
H -1.392 3.384 -0.253
H -0.852 -3.830 0.161
H 0.300 -1.016 0.709
H -1.420 -1.526 0.396
H 0.729 2.271 -1.308
H -0.601 -2.006 1.877
H 1.511 3.272 -0.035
*
```

Atomic partial charges in e from the natural (NBO) method, atoms 1 to 8:
1. O -0.2832
2. N -0.8366
3. N -0.8564
4. C -0.1362
5. C -0.2200
6. C -0.2083
7. C -0.6175
8. H 0.2067

Computed, not measured: a 2-piece molecular cluster, C4H13N2O overall in a non-equilibrium geometry, with ωB97M-V with the def2-TZVPD basis set.

ΔE to the lowest compared entry with this formula, charge and spin (kJ/mol): 72.11
Calculated total energy (Ha): -344.73938

Structure (ORCA input):
```
! RIJCOSX wB97M-V def2-TZVPD def2/J DEFGRID3
* xyz 1 1
O 1.660 -1.873 -0.502
N 2.249 1.576 -0.991
N 0.086 1.108 -0.318
C -1.285 0.488 -0.521
C -1.908 0.189 0.822
C -1.207 -0.930 1.560
C 1.114 0.906 -1.068
H -0.169 -0.729 1.791
H 0.127 1.690 0.517
H -1.967 1.098 1.400
H 2.359 2.275 -0.268
H 1.465 -2.651 -1.063
H -1.220 -1.825 0.936
H -2.925 -0.153 0.624
H 1.111 0.126 -1.815
H -1.078 -0.428 -1.060
H -1.742 -1.153 2.480
H 2.131 -2.240 0.257
H 3.010 1.349 -1.610
H -1.812 1.179 -1.169
*
```

Atomic partial charges in e from the natural (NBO) method, atoms 1 to 8:
1. O -0.9737
2. N -0.7206
3. N -0.5135
4. C -0.1944
5. C -0.4225
6. C -0.6083
7. C 0.4118
8. H 0.2009

Computed, not measured: a 2-piece molecular cluster, C4H13N2O overall in a non-equilibrium geometry, with ωB97M-V with the def2-TZVPD basis set.

ΔE to the lowest compared entry with this formula, charge and spin (kJ/mol): 201.01
Calculated total energy (Ha): -344.69028

Structure (ORCA input):
```
! RIJCOSX wB97M-V def2-TZVPD def2/J DEFGRID3
* xyz 1 1
O 0.998 3.195 -1.171
N -1.345 1.700 0.229
N -1.059 -0.543 -0.255
C -0.052 -1.540 -0.578
C 1.314 -1.763 1.434
C 0.279 -2.499 0.618
C -0.557 0.716 -0.163
H 1.851 -0.928 0.941
H -0.722 -2.641 1.023
H 0.811 -1.322 2.316
H 0.590 -3.513 0.385
H 0.442 0.921 -0.424
H 1.527 3.482 -0.422
H -2.428 1.545 0.426
H -0.405 -2.235 -1.413
H -1.167 2.678 0.127
H -2.052 -0.625 -0.289
H 0.912 -1.215 -0.958
H 1.531 3.066 -1.878
H 2.053 -2.360 1.844
*
```

Atomic partial charges in e from the natural (NBO) method, atoms 1 to 8:
1. O -0.9599
2. N -0.7136
3. N -0.5241
4. C -0.2422
5. C -0.6304
6. C -0.4122
7. C 0.4098
8. H 0.1926

Computed, not measured: a 2-piece molecular cluster, C4H13N2O overall in a non-equilibrium geometry, with ωB97M-V with the def2-TZVPD basis set.

ΔE to the lowest compared entry with this formula, charge and spin (kJ/mol): 175.01
Calculated total energy (Ha): -344.70019

Structure (ORCA input):
```
! RIJCOSX wB97M-V def2-TZVPD def2/J DEFGRID3
* xyz 1 1
O -1.417 0.330 -2.063
N 1.211 -0.571 -1.873
N 0.883 1.009 -0.144
C 1.159 0.171 1.001
C 0.951 0.632 -1.392
C -1.251 0.106 1.876
C 0.036 -0.674 1.552
H -1.096 1.012 2.438
H 0.478 -1.400 2.218
H -2.200 0.463 -2.611
H 1.449 -1.461 -1.404
H -1.684 -0.464 -1.583
H 1.590 0.773 1.855
H 0.621 1.976 -0.010
H 0.688 1.309 -2.285
H -1.878 0.288 0.992
H 1.911 -0.545 0.675
H -1.827 -0.605 2.529
H -0.344 -1.528 0.967
H 0.719 -0.820 -2.736
*
```

Atomic partial charges in e from the natural (NBO) method, atoms 1 to 8:
1. O -0.9646
2. N -0.7627
3. N -0.5052
4. C -0.2446
5. C 0.4247
6. C -0.6274
7. C -0.4392
8. H 0.2163

Computed, not measured: a 2-piece molecular cluster, C4H13N2O overall in a non-equilibrium geometry, with ωB97M-V with the def2-TZVPD basis set.

ΔE to the lowest compared entry with this formula, charge and spin (kJ/mol): 472.03
Calculated total energy (Ha): -344.58706

Structure (ORCA input):
```
! RIJCOSX wB97M-V def2-TZVPD def2/J DEFGRID3
* xyz 1 1
O 0.299 -0.508 -3.389
N 0.129 -1.969 1.354
N 1.209 2.472 2.837
C -0.541 -0.102 0.116
C -0.607 -0.039 -2.441
C -1.075 -1.297 0.727
C 0.196 -0.177 -1.123
H 0.684 2.850 3.604
H -0.015 -0.653 -4.284
H 0.806 -1.082 -1.127
H -1.829 -1.236 1.500
H 0.375 -1.510 2.233
H 0.874 2.540 1.904
H 2.178 2.551 3.078
H -0.865 0.999 -2.662
H -0.630 0.846 0.638
H -1.532 -0.629 -2.461
H -1.486 -1.958 -0.048
H 0.899 0.657 -1.216
H 0.931 -1.755 0.760
*
```

Atomic partial charges in e from the natural (NBO) method, atoms 1 to 8:
1. O -0.7224
2. N -0.6391
3. N -1.1269
4. C 0.3990
5. C -0.0118
6. C -0.3760
7. C -0.5831
8. H 0.3836

Computed, not measured: a 2-piece molecular cluster, C4H13N2O overall in a non-equilibrium geometry, with ωB97M-V with the def2-TZVPD basis set.

ΔE to the lowest compared entry with this formula, charge and spin (kJ/mol): 294.51
Calculated total energy (Ha): -344.65467

Structure (ORCA input):
```
! RIJCOSX wB97M-V def2-TZVPD def2/J DEFGRID3
* xyz 1 1
O 1.639 0.904 1.258
N -0.940 0.964 0.505
N 0.299 -0.959 -2.412
C -0.158 -0.852 -0.983
C -2.493 0.408 -1.272
C 2.024 0.139 2.386
C -1.231 0.259 -0.506
H 0.051 0.783 0.749
H -3.197 -0.406 -1.122
H -0.740 -1.622 -0.527
H -1.363 1.665 1.053
H 0.730 -0.588 -0.442
H 1.317 -1.062 -2.335
H -0.025 -1.776 -2.922
H -3.002 1.399 -1.176
H -2.208 0.189 -2.348
H 1.450 -0.712 2.655
H 2.034 0.865 3.119
H 2.183 1.638 0.972
H 3.058 -0.354 2.409
*
```

Atomic partial charges in e from the natural (NBO) method, atoms 1 to 8:
1. O -0.7780
2. N -0.6518
3. N -0.8171
4. C -0.2706
5. C -0.7334
6. C -0.2633
7. C 0.5013
8. H 0.4471

Computed, not measured: a 2-piece molecular cluster, C4H13N2O overall in a non-equilibrium geometry, with ωB97M-V with the def2-TZVPD basis set.

ΔE to the lowest compared entry with this formula, charge and spin (kJ/mol): 179.23
Calculated total energy (Ha): -344.69858

Structure (ORCA input):
```
! RIJCOSX wB97M-V def2-TZVPD def2/J DEFGRID3
* xyz 1 1
O 3.122 0.669 -0.269
N -0.012 -0.585 -1.251
N 0.402 -1.279 1.280
C -1.205 0.452 0.581
C -1.208 0.099 -0.883
C -2.149 0.400 -1.760
C 0.052 0.169 1.394
H 3.725 1.234 -0.762
H 1.390 -1.541 1.327
H -0.176 -1.843 1.895
H -0.019 -0.911 -2.212
H 0.830 0.827 1.042
H -0.186 0.390 2.425
H -1.954 0.118 -2.789
H -3.156 0.730 -1.558
H 0.832 -0.028 -1.165
H 3.035 1.046 0.612
H 0.132 -1.576 0.314
H -2.104 0.101 1.091
H -1.350 1.528 0.690
*
```

Atomic partial charges in e from the natural (NBO) method, atoms 1 to 8:
1. O -0.9646
2. N -0.8798
3. N -0.7073
4. C -0.4848
5. C 0.1407
6. C -0.4096
7. C -0.2273
8. H 0.4984

Computed, not measured: a 3-piece molecular cluster, C4H13N2O overall in a non-equilibrium geometry, with ωB97M-V with the def2-TZVPD basis set.

ΔE to the lowest compared entry with this formula, charge and spin (kJ/mol): 302.12
Calculated total energy (Ha): -344.65177

Structure (ORCA input):
```
! RIJCOSX wB97M-V def2-TZVPD def2/J DEFGRID3
* xyz 1 1
O -1.354 0.083 -0.079
N 2.235 -1.628 -0.356
N -3.071 -1.273 -1.506
C -0.930 1.160 0.297
C -0.643 1.404 1.725
C 3.253 0.581 -0.724
C 2.691 -0.571 -1.186
H -2.253 -0.772 -0.912
H -1.023 1.944 -0.466
H 2.904 -1.701 0.515
H -2.630 -1.453 -2.457
H -0.463 0.492 2.307
H 2.511 -0.684 -2.205
H 0.218 2.017 2.097
H 2.080 -2.532 -0.762
H -3.874 -0.642 -1.760
H -1.550 1.916 1.955
H -3.310 -2.175 -1.033
H 3.367 0.842 0.303
H 3.553 1.355 -1.525
*
```

Atomic partial charges in e from the natural (NBO) method, atoms 1 to 8:
1. O -0.6317
2. N -0.8456
3. N -0.9344
4. C 0.5153
5. C -0.7357
6. C -0.5182
7. C -0.0008
8. H 0.4921

Computed, not measured: an isolated ion of composition C4H13N2O and charge +1 in a non-equilibrium geometry, with ωB97M-V with the def2-TZVPD basis set.

ΔE to the lowest compared entry with this formula, charge and spin (kJ/mol): 279.12
SMILES string: CN[C@@](C)(O)[NH2+]C
Calculated total energy (Ha): -344.66054

Structure (ORCA input):
```
! RIJCOSX wB97M-V def2-TZVPD def2/J DEFGRID3
* xyz 1 1
O 1.736 -0.138 0.687
N 0.272 0.345 -1.090
N -0.488 0.440 1.238
C 0.432 -0.282 0.049
C 1.167 1.351 -1.765
C -1.996 0.342 1.319
C 0.007 -1.737 -0.086
H -0.135 -0.227 -1.756
H -2.333 0.517 2.335
H -2.478 1.068 0.791
H 2.156 1.022 -1.348
H -0.735 -1.663 -0.818
H 1.049 2.388 -1.344
H 0.879 -2.344 -0.499
H 1.134 1.270 -2.864
H 2.222 -0.831 0.210
H -2.229 -0.651 0.972
H -0.266 -2.234 0.775
H -0.022 -0.102 1.996
H -0.371 1.465 1.196
*
```

Atomic partial charges in e from the natural (NBO) method, atoms 1 to 8:
1. O -0.7114
2. N -0.6504
3. N -0.5821
4. C 0.6023
5. C -0.4249
6. C -0.4138
7. C -0.6538
8. H 0.3931

Computed, not measured: a 2-piece molecular cluster, C4H13N2O overall in a non-equilibrium geometry, with ωB97M-V with the def2-TZVPD basis set.

ΔE to the lowest compared entry with this formula, charge and spin (kJ/mol): 104.67
Calculated total energy (Ha): -344.72698

Structure (ORCA input):
```
! RIJCOSX wB97M-V def2-TZVPD def2/J DEFGRID3
* xyz 1 1
O -1.544 0.409 -0.375
N 0.863 0.947 -1.889
N 0.174 2.473 -0.289
C 0.947 2.087 -1.284
C 0.561 -2.133 1.580
C 0.095 -1.155 0.523
C -1.399 -0.814 0.468
H 1.749 2.764 -1.571
H -2.489 0.440 -0.500
H 0.163 0.242 -1.605
H 0.347 3.422 0.064
H -0.535 1.855 0.121
H 0.275 -1.878 2.624
H 0.690 -0.228 0.532
H -2.001 -1.652 0.101
H 1.662 -2.272 1.561
H 0.167 -3.159 1.434
H 0.367 -1.506 -0.440
H 1.634 0.689 -2.533
H -1.725 -0.531 1.478
*
```

Atomic partial charges in e from the natural (NBO) method, atoms 1 to 8:
1. O -0.7868
2. N -0.7186
3. N -0.7245
4. C 0.3911
5. C -0.6219
6. C -0.4247
7. C -0.0706
8. H 0.2261

Q: Which value of calculated total energy does entry 8 give?
A: -344.65467 Ha